(1)
Below is a structure of composition C5H8BCuF2NO5, with properties calculated with ωB97M-V with the def2-TZVPD basis set.

```
23
Properties=species:S:1:pos:R:3:forces:R:3
H -1.4319 1.4010 1.8256 0.020 -0.106 -0.181
O 0.1031 -2.3219 0.3293 -0.626 0.523 -0.308
C -0.5725 0.8002 2.1260 -0.151 -0.336 0.776
F 0.2590 -0.1592 -1.5748 0.211 0.157 0.003
O 2.5019 1.9864 -0.3022 -0.491 0.124 -0.170
C 1.5461 -0.2531 -0.9585 0.121 -0.108 -0.194
H 0.3646 1.2170 1.7723 0.076 -0.022 -0.084
H -3.5775 -0.1187 -0.0586 -0.077 -0.242 -0.081
C -1.9621 -0.8912 1.0957 -2.256 -1.151 -0.078
H -0.5664 0.7541 3.2151 0.084 -0.040 0.019
F 2.0340 -1.3874 -1.4187 0.088 -0.159 -0.052
B 2.4558 1.0759 -1.2840 0.386 0.041 -0.119
O -2.6057 -1.6176 1.8339 1.080 0.476 0.240
N -0.6946 -0.6080 1.6023 0.201 1.374 -0.465
C 0.2514 -1.1823 0.7294 1.161 -1.151 0.479
O 3.1128 1.1477 -2.4508 -0.686 0.127 -0.045
H -1.9674 0.5153 -0.4576 -0.072 0.069 -0.199
O 1.2512 -0.3808 0.4304 -0.208 0.387 0.187
Cu -1.0282 -2.0414 -1.3933 0.602 -0.672 -0.355
H 2.7426 0.6778 -3.2095 0.416 -0.110 0.007
C -2.5260 -0.3821 -0.1899 0.463 0.802 0.118
H 2.7795 2.8623 -0.6162 0.331 -0.136 0.253
H -2.4699 -1.0940 -1.0463 -0.673 0.152 0.249
```
Positions in Å, forces in eV/Å.

As for the HOMO-LUMO gap (spin up / spin down): 9.167 / 5.558 eV. Its HOMO energy (spin up / spin down) is -18.861 / -18.859 eV. As for the LUMO energy (spin up / spin down): -0.3562 / -0.4888 hartree. As for the charge: +2. As for the spin multiplicity: 2.


(2)
Below is a structure of composition C5H8Br2F5N2O4RhTe, with properties calculated with ωB97M-V with the def2-TZVPD basis set.

```
28
Properties=species:S:1:pos:R:3:forces:R:3
N 1.5345 -0.2150 0.0606 -0.022 0.038 0.065
O -1.5022 -1.9609 -0.8477 -0.034 -0.015 0.052
C 1.8984 -0.0552 1.4558 -0.008 -0.035 -0.004
Rh -0.2609 -0.7474 -0.3378 -0.022 -0.050 -0.045
Br 0.0788 3.1118 1.0956 -0.001 -0.007 0.000
F -1.1793 -5.3723 -1.2765 -0.005 0.002 0.046
C 2.4771 -0.1373 -0.9342 0.028 0.002 -0.046
H 2.1884 -1.4918 -2.5436 0.003 -0.001 -0.003
C 1.9036 -0.4673 -2.3057 -0.002 0.029 0.022
H 2.6245 -0.8127 1.7598 0.008 0.001 -0.006
C 0.6367 -0.2011 2.2992 -0.017 0.010 -0.038
N 0.4228 -0.3903 -2.2950 0.013 -0.096 -0.045
F 0.5394 -3.4346 -2.1097 0.049 0.024 -0.023
F -1.3178 -2.2999 -3.5686 -0.005 0.005 0.004
H 0.1111 0.5376 -2.5645 -0.006 -0.006 -0.035
O 3.6418 0.1250 -0.7525 -0.041 -0.020 0.006
Te -1.3410 -3.7963 -2.3338 -0.048 0.116 0.013
C -1.6100 2.2288 1.2615 0.001 0.016 -0.014
H -1.5293 1.4343 1.9934 -0.010 -0.002 0.007
Br -2.1594 1.3868 -0.4035 0.037 -0.012 0.021
H 2.3377 0.1987 -3.0487 -0.005 -0.012 -0.007
H 0.0046 -1.0606 -2.9447 -0.003 0.056 0.046
O 0.6104 0.0476 3.4735 0.016 0.004 0.023
F -0.8913 -4.8205 -3.8004 0.029 -0.048 -0.030
O -0.4477 -0.5919 1.6277 0.012 -0.013 -0.016
F -3.1794 -4.1108 -2.7400 0.047 0.027 0.001
H 2.3481 0.9201 1.6427 -0.016 0.001 0.002
H -2.3722 2.9602 1.4959 0.000 -0.012 0.004
```
Positions in Å, forces in eV/Å.

As for the HOMO-LUMO gap (spin up / spin down): 8.973 / 6.797 eV. Its HOMO energy (spin up / spin down) is -9.912 / -10.473 eV. As for the LUMO energy (spin up / spin down): -0.0345 / -0.1351 hartree. The energy relative to the best compared isomer or geometry (same formula, charge and spin) is 0.0 kJ/mol. As for the spin multiplicity: 5.


(3)
Below is the molecule C5H8Br2O2S, with properties calculated with ωB97M-V with the def2-TZVPD basis set.

```
18
Properties=species:S:1:pos:R:3:forces:R:3
H 1.3231 0.5129 1.4142 0.582 0.137 -1.621
H -0.0470 -1.2121 0.9332 -0.041 0.418 1.182
H -1.9435 -0.7667 -1.3367 -0.583 1.135 0.503
H 1.8621 1.6397 -0.0089 0.548 -2.117 1.071
H 0.0578 -1.5979 -0.6575 0.084 -0.917 -1.136
Br -3.9537 1.3847 -0.1850 -0.336 -0.242 -0.152
C -0.3698 -0.8709 -0.0224 -1.444 1.016 -0.867
Br -3.0122 -2.2402 0.1938 0.192 -0.527 0.251
C -2.4717 0.4706 0.5285 2.997 1.463 -0.127
C -1.8711 -0.7132 -0.2370 -1.002 -1.258 -0.141
C 0.1878 0.5036 -0.4330 0.744 -0.621 0.876
H 2.2384 -0.2009 0.0104 0.587 -0.576 -0.501
O -0.4917 1.9615 1.7591 0.299 -0.251 -0.062
C 1.5461 0.5495 0.2939 -0.919 4.227 0.155
S -0.8907 1.6847 0.4029 -2.750 0.926 -0.662
H 0.1214 0.8433 -1.5272 0.317 -0.981 1.528
H -2.5492 0.4134 1.6395 -0.078 -0.606 -1.016
O -1.2296 2.7976 -0.4840 0.802 -1.225 0.718
```
Positions in Å, forces in eV/Å.

As for the HOMO-LUMO gap: 10.389 eV. Its HOMO energy is -9.898 eV. As for the LUMO energy: 0.0180 hartree. The energy relative to the best compared isomer or geometry (same formula, charge and spin) is 129.6 kJ/mol. Its SMILES is C[C@H]1C[C@@H](Br)[C@H](Br)S1(=O)=O.


(4)
Below is a cluster of 3 separate species, C5H8BrF in total, with properties calculated with ωB97M-V with the def2-TZVPD basis set.

```
15
Properties=species:S:1:pos:R:3:forces:R:3
H 1.0361 -1.8903 -0.0537 -0.930 -2.637 -0.273
H 2.2886 1.8546 -0.9484 0.010 -0.637 1.476
Br -3.7847 -2.1681 -1.9398 -1.144 -0.305 -0.790
F -0.1434 0.3437 1.7391 0.495 0.116 2.877
C -0.8290 0.3595 0.6632 -1.241 0.146 -2.775
H -2.1142 -0.1717 -0.6888 0.103 -0.690 0.074
H -0.6165 1.2385 0.0172 -0.383 -0.422 0.750
C -1.5971 -0.6045 0.1727 -0.318 2.912 -0.792
H -2.6387 -2.0105 -1.1929 0.881 -0.001 0.437
H -1.9032 -1.5205 0.5591 -0.163 -1.274 0.990
H 3.2317 1.5480 0.5729 -0.292 0.177 -0.316
H 1.6906 2.3173 0.6251 -0.985 0.115 0.721
C 1.4064 -0.9722 0.1078 1.478 1.746 -0.010
C 1.7629 0.1571 0.2173 0.420 0.029 -0.593
C 2.2106 1.5192 0.1491 2.069 0.724 -1.775
```
Positions in Å, forces in eV/Å.

As for the HOMO-LUMO gap: 10.265 eV. Its HOMO energy is -9.367 eV. As for the LUMO energy: 0.0330 hartree. The energy relative to the best compared isomer or geometry (same formula, charge and spin) is 272.9 kJ/mol. Its SMILES is C#CC.C=CF.Br.


(5)
Below is the molecule C5H8BrF2NO3S, with properties calculated with ωB97M-V with the def2-TZVPD basis set.

```
21
Properties=species:S:1:pos:R:3:forces:R:3
H 1.5129 -2.1246 0.3771 -0.127 1.864 -0.629
H -2.1187 -0.1378 1.5922 0.216 0.152 -1.721
H 3.4569 -0.6766 0.9772 -0.809 0.282 -1.732
O -4.0961 -1.0833 -0.5417 6.465 -0.447 0.648
F -0.8952 3.0550 0.2329 0.899 -2.538 -1.116
O -1.3479 1.8902 -1.9995 1.444 -0.321 5.010
Br 1.1122 1.1737 1.9970 -0.522 -0.673 -0.334
H 2.9904 0.7047 -0.1644 -0.400 -1.658 0.121
N -0.7270 0.2232 -0.1145 0.528 2.089 2.373
O 0.9806 1.9381 -1.3198 -3.891 -0.594 3.821
C 2.9377 -0.4283 -0.0250 0.159 -0.390 -0.509
H 3.5072 -0.9000 -0.9180 -0.749 0.700 1.686
H -2.6173 1.1197 0.3386 0.160 -2.021 -0.013
H -0.1342 -1.0166 1.5208 0.740 1.638 -1.148
H 1.0113 -1.1691 -1.1105 0.864 0.466 1.602
C -2.1031 0.0972 0.4700 -0.544 -0.074 -0.917
F -1.9932 -2.0926 -0.9161 -1.855 2.420 1.380
C 0.3572 -0.2350 0.8180 0.314 -2.514 -0.381
C -2.8525 -1.0755 -0.3772 -4.243 0.375 -0.371
S -0.4362 1.7850 -0.7823 0.981 1.361 -8.200
C 1.4551 -1.0475 -0.0549 0.368 -0.117 0.431
```
Positions in Å, forces in eV/Å.

As for the HOMO-LUMO gap: 10.064 eV. Its HOMO energy is -11.010 eV. As for the LUMO energy: -0.0348 hartree. The energy relative to the best compared isomer or geometry (same formula, charge and spin) is 305.8 kJ/mol. Its SMILES is CC[C@@H](Br)N(CC(=O)F)S(=O)(=O)F.


(6)
Below is the ion C5H8BrN2 with charge +1, with properties calculated with ωB97M-V with the def2-TZVPD basis set.

```
16
Properties=species:S:1:pos:R:3:forces:R:3
N -1.7156 0.2392 -0.1593 -0.598 1.197 0.000
C 0.4270 1.4105 0.1405 0.055 -1.216 1.576
Br 4.3039 -0.0651 -0.1792 -0.863 0.166 0.587
N 0.2635 -0.9692 -0.0242 -0.258 -0.325 -2.569
H -0.3229 -1.8101 -0.0152 0.059 0.101 0.670
C -0.4402 0.2267 0.5885 -2.140 0.222 -1.277
C 1.7514 1.2906 0.0352 1.311 2.080 -1.181
C 2.4318 0.0389 0.1536 -1.092 -6.103 0.293
H 0.2305 -0.7684 -1.1272 -0.181 -0.003 2.569
H -1.9085 1.1806 -0.5464 0.290 -0.916 0.070
H -0.8430 0.0952 1.6366 1.995 0.032 -0.553
H 2.4576 2.1687 -0.2435 -1.655 -1.438 0.473
H 1.9252 -2.3187 0.4925 0.156 2.143 -0.644
C 1.6792 -1.2221 0.2654 2.319 3.248 0.325
H -0.0857 2.3301 0.0385 -0.261 0.891 -0.050
H -2.5473 0.0433 0.4224 0.865 -0.079 -0.289
```
Positions in Å, forces in eV/Å.

As for the HOMO-LUMO gap: 8.363 eV. Its HOMO energy is -13.243 eV. As for the LUMO energy: -0.1793 hartree. As for the charge: +1. The energy relative to the best compared isomer or geometry (same formula, charge and spin) is 332.7 kJ/mol. Its SMILES is N[C@@H]1C=CC(Br)=C[NH2+]1.


(7)
Below is the ion C5H8BrN2O with charge +1, with properties calculated with ωB97M-V with the def2-TZVPD basis set.

```
17
Properties=species:S:1:pos:R:3:forces:R:3
H 2.8565 1.0971 0.6953 0.559 1.534 0.048
H -3.3551 -0.9166 -1.6682 3.110 -0.871 0.259
H 1.7130 2.6362 0.3803 0.229 -0.275 1.328
H -0.1177 -1.9195 2.1233 0.021 -0.154 0.473
O 0.3341 0.3692 -0.9348 -0.400 -0.204 -1.488
C -1.7001 -0.8065 -0.4621 -1.367 0.572 3.052
H 1.5234 -0.0006 2.1772 -0.198 -0.337 -0.478
C 2.0784 1.6314 0.1358 0.194 0.370 -1.997
H -2.2092 -2.2788 -1.7412 0.230 0.404 0.167
N -1.0053 -1.4659 0.3867 -0.217 0.063 -0.922
H 2.3895 1.9387 -0.9269 0.016 -1.283 1.190
C 1.0466 0.5825 0.1540 1.318 1.851 -1.293
Br -2.4974 0.9179 0.2862 0.581 -1.026 -0.845
C -0.1340 -1.1885 1.3416 1.125 -0.422 0.909
N -2.3299 -1.2962 -1.4936 -3.453 0.644 -1.746
C 0.9160 -0.2341 1.2943 -1.971 -0.351 -0.367
H 0.4912 0.9338 -1.7480 0.223 -0.516 1.709
```
Positions in Å, forces in eV/Å.

As for the HOMO-LUMO gap (spin up / spin down): 7.426 / 6.753 eV. Its HOMO energy (spin up / spin down) is -10.875 / -14.336 eV. As for the LUMO energy (spin up / spin down): -0.1268 / -0.2787 hartree. As for the charge: +1. The energy relative to the best compared isomer or geometry (same formula, charge and spin) is 81.7 kJ/mol. As for the spin multiplicity: 3.


(8)
Below is the molecule C5H8Cl2N2O, with properties calculated with ωB97M-V with the def2-TZVPD basis set.

```
18
Properties=species:S:1:pos:R:3:forces:R:3
O 2.3868 1.5233 -0.2191 -2.440 0.906 -0.629
C -0.4310 -0.4968 0.1733 -1.571 1.241 -2.436
C -1.0705 0.8834 -0.4272 0.029 -1.805 2.502
H -1.2425 -2.6313 -0.3391 0.305 -0.983 0.048
H -1.4215 -0.6968 2.0981 0.201 -0.545 -1.542
H 1.3428 -1.5658 0.0434 0.560 -2.035 -0.002
C -1.4488 -1.6788 0.0621 0.077 3.851 1.878
H 1.0785 -0.3857 -1.2377 0.311 -0.156 -2.488
H 2.9380 0.0389 0.7770 -1.333 -0.851 0.007
H 1.3687 0.4789 1.4085 -0.531 1.515 1.758
N -0.8935 -1.1415 1.3115 -0.366 -1.042 1.145
Cl -2.1682 1.7269 0.6704 0.151 0.347 0.178
Cl -3.1267 -1.1252 -0.2448 0.187 -0.941 -0.383
N -0.7745 1.2391 -1.5499 0.819 0.933 -2.757
H -1.1086 2.0681 -2.0834 -0.051 -0.819 1.302
H 1.6639 2.0190 -0.7154 1.112 -1.131 1.096
C 1.0113 -0.6243 -0.2392 -0.212 1.650 1.617
C 1.8960 0.3686 0.5116 2.753 -0.136 -1.295
```
Positions in Å, forces in eV/Å.

As for the HOMO-LUMO gap: 10.385 eV. Its HOMO energy is -9.679 eV. As for the LUMO energy: 0.0260 hartree. The energy relative to the best compared isomer or geometry (same formula, charge and spin) is 0.0 kJ/mol. Its SMILES is [H]/N=C(\Cl)[C@@]1(CCO)N[C@H]1Cl.


no.,strongest force on any atom (eV/Å),calculated total energy (Eh)
1,2.534,-2490.65912
2,0.126,-6631.66227
3,4.328,-5891.95705
4,3.044,-2869.03746
5,8.370,-3647.60998
6,6.207,-2878.50620
7,3.922,-2953.68293
8,4.286,-1300.36012